{
  "formula": "C32H23Cl2CsN4O3",
  "method": "ωB97M-V with the def2-TZVPD basis set",
  "charge": 0,
  "e_homo_ev": -6.5,
  "lumo_energy_ha": -0.01169,
  "orbital_gap_ev": 6.21,
  "species": ["C", "C", "C", "C", "H", "H", "N", "C", "N", "C", "H", "C", "O", "C", "H", "Cl", "C", "H", "H", "H", "C", "C", "H", "C", "H", "C", "H", "H", "C", "C", "C", "H", "C", "C", "H", "H", "N", "H", "H", "H", "Cs", "C", "C", "C", "H", "C", "C", "C", "O", "H", "C", "C", "H", "C", "H", "H", "H", "C", "N", "C", "O", "C", "C", "Cl", "C"],
  "xyz": [[5.716, -0.575, -0.898], [4.612, 2.397, -1.262], [-5.712, -0.598, -0.886], [-0.003, 5.439, -1.592], [2.524, -0.366, 0.211], [3.300, -2.191, 1.627], [-0.004, 2.658, -1.593], [-0.002, -2.222, 1.453], [-0.002, -0.879, 1.215], [3.995, 1.048, -1.684], [-2.524, -0.362, 0.228], [1.136, 3.346, -1.591], [-3.527, 3.341, -1.349], [-4.011, 1.060, -1.648], [0.000, 1.014, 1.983], [-0.004, -5.602, -0.728], [2.414, 2.575, -1.571], [0.000, 0.272, 4.365], [4.914, 2.397, -0.214], [5.439, 2.725, -1.887], [1.188, 4.736, -1.592], [-0.003, -2.734, 2.779], [7.178, -1.962, -0.175], [-0.002, -1.797, 3.838], [-0.005, -6.043, 2.045], [-5.272, -2.226, 0.827], [-4.323, 0.841, -2.674], [5.636, -3.001, 1.461], [4.408, -0.105, -0.800], [-4.612, 2.400, -1.179], [-0.001, -0.461, 3.569], [-4.884, 2.377, -0.123], [-0.004, -4.972, 1.892], [-0.004, -4.131, 2.970], [6.391, -0.138, -1.626], [2.144, 5.238, -1.588], [-2.568, 1.329, -1.681], [-0.003, 6.520, -1.596], [-5.455, 2.744, -1.773], [4.281, 0.804, -2.712], [-0.005, -0.392, -1.592], [5.295, -2.189, 0.833], [-6.143, -1.643, -0.085], [-3.973, -1.754, 0.930], [-7.156, -2.012, -0.180], [-0.003, -4.469, 0.591], [-4.410, -0.112, -0.781], [6.160, -1.606, -0.085], [3.526, 3.338, -1.422], [-3.277, -2.213, 1.622], [-2.422, 2.577, -1.540], [-0.003, -3.098, 0.282], [-5.603, -3.050, 1.444], [-1.143, 3.347, -1.576], [-6.391, -0.161, -1.610], [-2.149, 5.239, -1.558], [-0.002, -2.158, 4.858], [3.991, -1.732, 0.930], [2.552, 1.324, -1.690], [3.550, -0.693, 0.120], [-0.003, -2.628, -0.897], [-3.546, -0.700, 0.133], [-0.001, -0.046, 2.225], [-0.004, -4.802, 4.584], [-1.194, 4.737, -1.575]],
  "lowdin_charge": [-0.04, -0.06, -0.04, -0.03, 0.07, 0.11, 0.11, -0.17, -0.02, -0.24, 0.07, -0.17, -0.01, -0.24, 0.11, 0.67, -0.31, 0.10, 0.14, 0.13, 0.02, -0.19, 0.10, -0.03, 0.10, -0.08, 0.15, 0.10, -0.19, -0.06, -0.06, 0.14, -0.14, -0.63, 0.12, 0.12, 0.09, 0.12, 0.13, 0.15, 1.32, -0.08, -0.08, -0.06, 0.10, -0.59, -0.19, -0.08, -0.01, 0.11, -0.31, -0.47, 0.10, -0.17, 0.12, 0.12, 0.09, -0.06, 0.09, -0.03, -0.53, -0.03, -0.16, 0.65, 0.02]
}

---

{
  "formula": "C32H23Cl5N3O2PRu",
  "method": "ωB97M-V with the def2-TZVPD basis set",
  "spin_multiplicity": 6,
  "s2": 8.768,
  "charge": 1,
  "e_homo_ev": [-10.3, -10.7],
  "lumo_energy_ha": [-0.10302, -0.16442],
  "orbital_gap_ev": [7.48, 6.22],
  "species": ["H", "C", "H", "H", "C", "C", "C", "C", "H", "C", "C", "C", "C", "C", "H", "C", "H", "H", "H", "C", "H", "H", "H", "N", "C", "C", "H", "C", "H", "C", "C", "N", "Cl", "C", "Ru", "H", "O", "C", "Cl", "H", "C", "N", "Cl", "Cl", "H", "H", "H", "C", "H", "H", "C", "C", "O", "C", "C", "Cl", "H", "C", "H", "H", "C", "C", "C", "P", "C", "C", "C"],
  "xyz": [[-4.283, 2.014, -3.178], [-4.466, -3.720, 0.487], [-3.682, -5.684, 0.235], [0.644, -1.205, 6.148], [-2.591, -0.823, 3.491], [-4.164, -2.350, 0.605], [-5.541, 2.309, -1.463], [-3.479, 1.077, -1.430], [-6.586, 2.457, 0.406], [-1.055, -5.151, 0.062], [-5.717, 2.066, -0.107], [-3.662, 0.823, -0.071], [2.853, 4.069, -0.479], [1.508, 4.240, -0.814], [-4.967, -1.633, 0.732], [1.226, 1.842, -0.982], [1.585, -3.058, -0.076], [-4.916, 1.139, 1.651], [2.413, -1.145, 5.897], [-3.457, -4.628, 0.325], [1.560, 0.228, 6.606], [1.055, -2.534, 4.198], [-6.273, 2.892, -2.005], [1.272, 0.029, 4.567], [-2.862, -1.921, 0.557], [-2.504, 0.185, 2.535], [0.650, -2.403, 2.512], [0.987, -0.637, 3.450], [-1.303, -6.202, -0.018], [-2.296, 0.804, 5.240], [1.487, -0.568, 5.871], [0.894, -1.960, 3.390], [-0.975, 3.300, -1.384], [-0.430, -2.406, 0.244], [0.102, -0.348, 0.405], [1.035, -5.450, -0.194], [0.443, 0.783, -1.194], [-4.424, 1.814, -2.124], [3.847, 5.434, -0.174], [-5.496, -4.046, 0.526], [-1.791, -2.839, 0.358], [0.802, 0.156, 2.378], [0.838, 5.816, -0.901], [3.194, 0.075, -0.505], [2.264, 1.905, 4.443], [-2.207, 2.294, 2.199], [-2.592, 0.715, -1.937], [0.912, 1.477, 2.808], [-2.069, 2.843, 4.592], [-2.235, 1.047, 6.293], [-2.105, -4.216, 0.253], [0.548, -3.356, 0.046], [0.732, 2.443, 2.119], [3.384, 2.784, -0.390], [0.240, -4.734, -0.036], [5.030, 2.553, 0.040], [-2.746, -1.850, 3.182], [1.283, 1.454, 4.284], [0.534, 1.990, 4.868], [-2.573, -1.296, 5.582], [-2.486, -0.511, 4.841], [0.705, 3.135, -1.060], [-4.779, 1.323, 0.593], [-2.425, -0.183, 0.760], [2.572, 1.687, -0.643], [-2.302, 1.507, 2.939], [-2.206, 1.814, 4.287]],
  "lowdin_charge": [0.11, -0.05, 0.12, 0.09, -0.08, -0.06, -0.06, -0.13, 0.11, -0.02, -0.06, -0.37, -0.70, -0.70, 0.11, -0.49, 0.09, 0.11, 0.10, -0.01, 0.10, 0.12, 0.11, -0.07, -0.33, -0.37, 0.08, -0.40, 0.12, -0.08, 0.00, 0.25, 0.77, -0.25, 1.39, 0.11, -0.32, -0.07, 0.71, 0.11, -0.22, 0.02, 0.72, 0.70, 0.15, 0.12, 0.10, -0.46, 0.12, 0.11, -0.16, -0.14, 0.11, -0.70, -0.07, 0.71, 0.11, -0.01, 0.13, 0.11, -0.08, -0.62, -0.09, 1.05, -0.62, -0.11, -0.08]
}

---

{
  "formula": "C32H23F5N2OS2Ti",
  "method": "ωB97M-V with the def2-TZVPD basis set",
  "spin_multiplicity": 2,
  "s2": 0.756,
  "charge": 1,
  "e_homo_ev": [-11.2, -11.2],
  "lumo_energy_ha": [-0.14393, -0.14445],
  "orbital_gap_ev": [7.26, 7.27],
  "species": ["H", "F", "H", "H", "C", "C", "H", "H", "C", "C", "H", "C", "C", "C", "H", "C", "N", "H", "C", "H", "H", "H", "H", "C", "C", "S", "C", "C", "H", "H", "S", "Ti", "C", "C", "H", "C", "O", "H", "C", "C", "C", "C", "C", "F", "F", "N", "C", "C", "C", "C", "C", "H", "H", "C", "F", "C", "C", "H", "C", "C", "H", "H", "C", "H", "H", "F"],
  "xyz": [[-4.943, 1.390, 2.915], [3.679, -0.788, -5.300], [-3.844, -1.202, -0.315], [-1.545, 3.723, 0.769], [-4.046, -1.044, 0.740], [-4.383, 0.226, 1.201], [-1.311, -6.038, 1.549], [-4.277, 3.130, 5.932], [-3.984, -2.115, 1.618], [0.249, -0.452, -4.255], [-4.869, 1.077, -0.718], [0.628, 0.287, 3.103], [2.785, -0.525, -3.143], [-3.942, 3.196, 4.905], [1.070, 1.668, 1.512], [-2.611, 3.498, 0.852], [0.015, -1.846, 2.588], [-2.144, 2.074, 5.251], [-0.659, -4.070, 2.100], [0.328, -0.913, 4.853], [-0.416, -4.316, 3.125], [-4.839, -0.509, 4.472], [-1.817, -5.406, -0.780], [-4.702, 3.887, 3.972], [0.458, -0.339, -2.899], [1.911, -0.205, -0.541], [2.622, -0.641, -4.516], [1.354, -0.607, -5.077], [-3.721, -3.098, 1.251], [-1.469, -3.115, -1.567], [-2.790, 2.047, -0.219], [-0.327, -0.330, 0.107], [-4.261, -1.922, 2.964], [0.681, 0.033, 4.469], [-5.010, 2.220, 0.630], [-4.443, 1.375, 0.239], [-1.796, 1.013, 0.337], [-3.153, 4.276, 0.308], [-2.309, 2.698, 3.213], [-0.470, -2.772, 1.641], [-4.268, 3.978, 2.657], [-2.745, 2.605, 4.524], [-3.073, 3.379, 2.270], [4.016, -0.562, -2.648], [-0.665, -0.182, -2.100], [0.138, -0.677, 2.170], [-0.756, -2.373, 0.323], [-1.440, -4.661, -0.091], [-1.238, -3.353, -0.533], [1.078, 1.495, 2.584], [1.580, 2.465, 3.438], [-4.219, -2.759, 3.649], [1.222, 0.824, 6.378], [-4.607, -0.661, 3.426], [1.196, -0.722, -6.387], [-1.155, -5.020, 1.219], [-4.665, 0.411, 2.549], [-1.371, 2.245, 2.922], [1.178, 1.010, 5.313], [1.626, 2.224, 4.803], [-4.854, 4.536, 1.935], [-5.627, 4.363, 4.269], [1.699, -0.370, -2.288], [2.016, 2.978, 5.472], [1.944, 3.400, 3.036], [-0.980, -0.415, -4.762]],
  "lowdin_charge": [0.10, 0.15, 0.12, 0.11, -0.05, -0.27, 0.11, 0.11, -0.07, -0.14, 0.10, -0.25, -0.23, -0.07, 0.07, -0.26, 0.13, 0.11, -0.01, 0.11, 0.12, 0.11, 0.11, -0.07, -0.19, 0.73, -0.13, -0.13, 0.10, 0.10, 1.09, 0.81, -0.06, -0.01, 0.10, -0.23, -0.63, 0.11, -0.03, -0.29, -0.06, -0.06, -0.29, 0.11, -0.02, -0.05, -0.17, -0.06, -0.10, -0.06, -0.06, 0.11, 0.11, -0.05, 0.15, -0.06, -0.03, 0.09, -0.06, -0.06, 0.12, 0.11, -0.49, 0.11, 0.11, 0.14]
}

---

{
  "formula": "C32H23FMnN6O8S2",
  "method": "ωB97M-V with the def2-TZVPD basis set",
  "spin_multiplicity": 2,
  "s2": 0.954,
  "charge": 2,
  "e_homo_ev": [-14.1, -14.1],
  "lumo_energy_ha": [-0.25158, -0.25640],
  "orbital_gap_ev": [7.25, 7.11],
  "species": ["H", "C", "H", "C", "H", "H", "H", "H", "C", "N", "C", "C", "H", "F", "C", "C", "H", "C", "C", "C", "C", "H", "H", "C", "C", "S", "N", "C", "H", "H", "O", "C", "N", "H", "C", "O", "C", "O", "N", "N", "C", "C", "O", "O", "C", "H", "H", "H", "O", "H", "C", "O", "C", "C", "C", "C", "C", "C", "C", "C", "H", "H", "C", "H", "Mn", "H", "S", "N", "C", "H", "H", "C", "O"],
  "xyz": [[-1.051, -4.069, -6.246], [0.514, 0.087, 3.946], [-1.810, -0.214, -2.330], [-0.526, -4.713, -2.953], [-3.739, -1.986, 1.737], [-0.715, -5.457, -2.190], [6.008, 1.425, -0.072], [-1.612, -5.715, -4.502], [3.931, 1.069, -0.767], [-1.463, -1.239, 8.448], [2.427, -0.337, 0.177], [0.244, -3.605, -2.677], [0.367, -2.096, -5.718], [6.431, -0.299, 1.614], [-2.448, -1.200, 7.564], [2.898, 1.977, -0.051], [-0.653, 4.247, 0.487], [-0.695, -3.922, -5.236], [-2.225, -1.018, 6.205], [2.536, 2.052, 2.744], [-1.475, -1.074, 3.309], [-1.779, 3.673, -0.764], [2.426, -2.139, 1.500], [-1.008, -4.853, -4.253], [-1.467, 3.558, 0.270], [1.612, -1.409, -2.998], [-1.490, -0.590, -0.328], [0.795, 0.278, 2.608], [4.270, 3.631, 0.459], [1.160, 0.525, 4.692], [0.449, -2.330, -0.342], [4.328, -1.242, 1.405], [2.066, 0.940, 0.653], [4.212, 1.446, -1.748], [-3.540, -1.108, -1.374], [1.660, -4.440, -0.565], [-0.212, -1.111, 8.032], [0.761, -0.531, -2.221], [-4.047, -1.609, -0.256], [0.008, -0.235, 1.647], [3.582, 2.915, 0.905], [-2.245, -0.608, -1.421], [-1.027, 2.197, 0.518], [2.305, -2.462, -1.938], [5.145, 0.787, 0.077], [-2.388, -1.601, 3.546], [-2.292, 3.728, 0.953], [2.289, 2.530, -0.766], [0.178, 2.189, -1.381], [0.559, -1.157, 8.791], [-0.916, -0.869, 5.753], [3.180, -0.121, -0.966], [-2.011, -1.051, 0.825], [0.111, -0.927, 6.695], [0.097, -2.811, -4.952], [5.262, -0.202, 0.965], [1.859, 1.115, 2.070], [-1.150, -0.833, 1.993], [3.031, -1.331, 1.111], [0.547, -2.663, -3.660], [1.152, -0.872, 6.405], [2.371, 2.215, 3.801], [-0.619, -0.637, 4.328], [4.779, -1.976, 2.063], [0.465, -0.160, -0.160], [-3.452, -1.316, 7.954], [1.141, -3.287, -1.187], [3.442, 2.930, 2.163], [-0.207, 1.668, -0.365], [-4.179, -1.109, -2.248], [-3.069, -0.965, 5.530], [-3.298, -1.580, 0.834], [2.554, -0.868, -3.890]],
  "lowdin_charge": [0.13, 0.09, 0.13, 0.00, 0.13, 0.14, 0.15, 0.13, -0.18, 0.09, -0.36, -0.24, 0.14, 0.09, -0.11, -0.09, 0.10, 0.00, 0.00, 0.00, 0.09, 0.10, 0.12, -0.01, 0.01, 0.76, 0.04, -0.14, 0.15, 0.13, -0.28, 0.06, 0.05, 0.18, -0.05, -0.15, -0.10, -0.29, 0.13, 0.07, -0.05, -0.03, -0.05, -0.28, 0.07, 0.12, 0.10, 0.15, 0.10, 0.12, -0.17, -0.03, -0.14, 0.00, 0.01, -0.23, -0.11, -0.13, 0.01, -0.23, 0.11, 0.13, -0.09, 0.14, 0.66, 0.12, 0.73, 0.12, -0.48, 0.13, 0.11, -0.02, -0.14]
}

---

no.,F_max (eV/Å)
1,3.10
2,0.30
3,0.77
4,1.58